DFT (the ωB97M-V functional and the def2-TZVPD basis) results for a molecular structure, C28H27ClN8O4Pd in a non-equilibrium geometry.

Output
- HOMO (alpha / beta): -0.502 / -0.527 Eh
- HOMO-LUMO gap (alpha / beta): 0.283 / 0.175 hartree
- Lowest unoccupied orbital energy (alpha / beta): -0.2189 / -0.3522 Eh
- Net charge: +2
- Multiplicity: 5

Atoms and positions in Å:
Pd (-0.422, -1.722, 0.325)
C (-0.093, 4.964, 1.360)
C (0.975, 4.828, 0.315)
C (1.801, 5.880, -0.017)
C (2.788, 5.740, -0.992)
C (2.969, 4.521, -1.681)
C (2.183, 3.450, -1.381)
C (1.181, 3.587, -0.378)
N (0.325, 2.578, -0.085)
C (0.463, 1.193, -0.222)
N (1.755, 0.711, -0.223)
C (2.218, -0.542, -0.485)
C (1.333, -1.595, -0.911)
C (1.907, -2.758, -1.404)
C (3.267, -2.936, -1.316)
C (4.115, -1.931, -0.751)
C (3.628, -0.735, -0.334)
C (4.510, 0.348, 0.227)
N (-0.577, 0.448, -0.231)
C (-1.836, 1.077, -0.391)
C (-2.108, 1.754, -1.589)
C (-3.344, 2.341, -1.791)
C (-4.298, 2.271, -0.783)
C (-4.018, 1.600, 0.404)
C (-2.797, 0.970, 0.628)
C (-2.528, 0.232, 1.913)
H (-0.010, 5.920, 1.870)
H (-0.029, 4.175, 2.113)
H (-1.092, 4.928, 0.909)
H (1.681, 6.826, 0.495)
H (3.420, 6.586, -1.234)
H (3.711, 4.444, -2.465)
H (2.279, 2.530, -1.941)
H (-0.575, 2.849, 0.308)
H (2.458, 1.365, 0.097)
H (1.284, -3.552, -1.791)
H (3.708, -3.873, -1.635)
H (5.176, -2.125, -0.664)
H (5.533, -0.010, 0.324)
H (4.181, 0.657, 1.224)
H (4.544, 1.229, -0.425)
H (-1.353, 1.775, -2.367)
H (-3.564, 2.843, -2.724)
H (-5.265, 2.738, -0.920)
H (-4.770, 1.556, 1.182)
H (-3.365, 0.348, 2.599)
H (-1.623, 0.581, 2.412)
H (-2.392, -0.837, 1.743)
N (-4.383, -2.755, -1.338)
C (-3.543, -1.771, -1.035)
N (-2.432, -2.300, -0.555)
C (-2.670, -3.646, -0.592)
N (-3.846, -3.962, -1.065)
C (-1.679, -4.615, -0.110)
C (-1.944, -5.971, 0.005)
N (-1.038, -6.813, 0.491)
C (0.134, -6.293, 0.852)
C (0.413, -4.942, 0.717)
N (-0.501, -4.103, 0.234)
H (-5.314, -2.695, -1.722)
H (-3.758, -0.721, -1.167)
H (-2.903, -6.371, -0.297)
H (0.869, -6.969, 1.271)
H (1.364, -4.522, 1.009)
O (1.778, -2.488, 2.034)
Cl (0.796, -1.772, 2.836)
O (0.646, -0.433, 2.216)
O (1.191, -1.660, 4.192)
O (-0.511, -2.426, 2.708)

These are the natural (NBO) partial charges, in e, on atoms 1 to 6: 1.118, -0.674, 0.049, -0.201, -0.039, -0.173

---

DFT (the ωB97M-V functional and the def2-TZVPD basis) results for a molecular structure, C28H27F2N3O6Pb.

Output
- HOMO: -0.092 Eh
- HOMO-LUMO gap: 0.251 hartree
- Lowest unoccupied orbital energy: 0.1586 Eh
- Net charge: -2
- Multiplicity: 1

Atoms and positions in Å:
Pb (-0.030, 0.249, -0.384)
C (1.330, 4.131, -0.779)
C (0.571, 3.275, -1.759)
C (-0.824, 3.307, -1.793)
C (-1.542, 2.511, -2.676)
C (-3.046, 2.499, -2.671)
C (-0.840, 1.668, -3.538)
C (0.544, 1.600, -3.519)
C (1.284, 0.611, -4.377)
C (1.239, 2.418, -2.624)
H (0.688, 4.430, 0.050)
H (1.710, 5.036, -1.261)
H (2.185, 3.593, -0.368)
H (-1.356, 3.924, -1.079)
H (-3.445, 2.781, -3.649)
H (-3.439, 3.193, -1.927)
H (-3.404, 1.493, -2.439)
H (-1.396, 1.003, -4.190)
H (2.111, 1.088, -4.908)
H (0.617, 0.156, -5.110)
H (1.686, -0.190, -3.751)
H (2.323, 2.356, -2.582)
O (6.674, -2.237, 2.016)
C (6.101, -1.233, 2.475)
O (6.466, -0.434, 3.362)
C (4.728, -0.906, 1.837)
C (3.893, 0.042, 2.414)
C (2.666, 0.306, 1.838)
N (2.248, -0.284, 0.712)
C (3.045, -1.201, 0.140)
C (4.273, -1.545, 0.690)
C (2.545, -1.889, -1.143)
O (3.131, -2.916, -1.482)
O (1.568, -1.320, -1.721)
H (4.222, 0.556, 3.307)
H (1.976, 1.005, 2.292)
H (4.867, -2.314, 0.221)
N (-2.937, 0.245, 1.001)
C (-2.825, -0.490, 2.138)
C (-3.621, -0.287, 3.254)
C (-3.547, -1.126, 4.375)
C (-2.691, -2.195, 4.409)
C (-1.814, -2.397, 3.319)
C (-0.869, -3.451, 3.291)
C (-0.001, -3.564, 2.249)
C (-0.027, -2.574, 1.246)
N (-0.886, -1.585, 1.239)
C (-1.828, -1.515, 2.220)
H (-2.770, -0.164, 0.074)
H (-3.587, 1.011, 1.017)
H (-4.342, 0.522, 3.228)
H (-4.206, -0.936, 5.214)
H (-2.658, -2.872, 5.253)
H (-0.851, -4.158, 4.113)
H (0.735, -4.354, 2.193)
H (0.704, -2.598, 0.447)
C (-1.856, -2.264, -3.082)
C (-2.854, -1.339, -2.387)
O (-4.056, -1.449, -2.655)
O (-2.348, -0.499, -1.568)
H (-2.156, -2.422, -4.118)
H (-1.880, -3.234, -2.581)
H (-0.835, -1.887, -3.022)
F (-0.509, 1.403, 2.833)
C (-0.232, 1.942, 1.562)
F (-1.268, 2.886, 1.372)
H (0.650, 2.582, 1.740)

These are the natural (NBO) partial charges, in e, on atoms 1 to 6: 1.447, -0.653, 0.078, -0.276, 0.024, -0.646